# 1
ORCA calculation (ωB97M-V/def2-TZVPD) on a molecular structure, C35H37ClO4P2Pd at a distorted geometry.

Computed properties:
* lowest unoccupied orbital energy (alpha / beta): -0.032 / -1.537 eV
* orbital gap (alpha / beta): 4.81 / 4.60 eV
* highest occupied orbital energy (alpha / beta): -4.84 / -6.14 eV

ORCA input file:
```
! wB97M-V def2-TZVPD RIJCOSX def2/J DEFGRID3
* xyz 0 3
Pd -0.53104 2.05167 -2.22388
C -2.25687 1.60581 -3.23444
C -1.76011 0.43706 -2.62691
C -0.93783 -0.60244 -3.35577
C 0.29392 -0.03422 -4.08856
C 0.79343 1.28479 -3.56733
C 0.29997 2.53603 -4.02167
C -0.78578 2.62844 -5.07936
C -2.08385 1.86587 -4.69608
C 0.52279 0.44397 4.36696
H -3.02240 2.16979 -2.69051
H -2.35206 0.01752 -1.80029
H -1.53994 -1.21232 -4.05342
H -0.58755 -1.28289 -2.56396
H 1.13556 -0.72359 -3.93418
H 0.10093 0.03469 -5.16941
H 1.78101 1.28298 -3.08010
H 1.06981 3.31773 -4.04206
H -0.42195 2.28396 -6.06575
H -1.03364 3.69382 -5.21734
H -2.93721 2.48441 -4.98986
H -2.17541 0.93575 -5.26054
H 1.56594 0.06660 4.34077
H 1.77421 -0.25981 2.09179
H 0.34306 -0.95843 5.64692
P -1.49027 -1.01104 0.12129
P 2.41335 -0.54411 0.87809
C 0.09225 -1.74678 -0.10667
C 1.37323 -1.25100 -0.34263
C -2.42371 -2.37134 0.68305
C -2.85561 -3.43352 -0.13277
C -3.50755 -4.49352 0.49051
C -3.71743 -4.47241 1.87995
C -3.34134 -3.36357 2.65924
C -2.67181 -2.30706 2.06675
C -2.58946 0.40454 0.52695
C -2.11943 1.68919 0.87675
C -3.03272 2.70785 1.12748
C -4.40404 2.50944 0.95318
C -4.86842 1.25520 0.55645
C -3.98046 0.21482 0.33230
C 3.88546 -1.47296 1.40257
C 3.69006 -2.73291 1.99979
C 4.75193 -3.39175 2.61314
C 6.02797 -2.82853 2.62467
C 6.23844 -1.60280 1.98893
C 5.18010 -0.92006 1.38214
C 2.89731 1.03142 0.17687
C 2.28258 2.17338 0.70244
C 2.66448 3.43465 0.24162
C 3.65110 3.55746 -0.74635
C 4.14358 2.41088 -1.38086
C 3.73924 1.14736 -0.93643
H -0.00002 -2.85885 -0.11316
H 1.87343 -1.45756 -1.28995
H -2.69859 -3.40110 -1.21108
H -3.86752 -5.33296 -0.10807
H -4.21207 -5.31371 2.37035
H -3.57850 -3.30197 3.71979
H -2.35552 -1.42549 2.62111
H -1.04191 1.86338 0.96203
H -2.65951 3.67346 1.46750
H -5.11299 3.31227 1.15141
H -5.93094 1.07566 0.43633
H -4.33897 -0.76813 0.01386
H 2.69955 -3.18804 1.98450
H 4.57743 -4.34686 3.09700
H 6.84891 -3.32779 3.13659
H 7.23585 -1.16496 1.97822
H 5.35891 0.03993 0.89158
H 1.49115 2.07343 1.44778
H 2.18087 4.31832 0.66010
H 4.01284 4.54888 -1.03383
H 4.83762 2.49123 -2.22600
H 4.03923 0.25244 -1.48260
O -2.81414 0.96795 6.33010
Cl -2.43860 1.14456 4.91195
O -0.22370 -0.23396 5.29666
O -3.24371 0.33270 3.94543
O 0.07710 1.36713 3.71898
*
```

# 2
ORCA calculation (ωB97M-V/def2-TZVPD) on a molecular structure, C35H37CrN5P.

Computed properties:
* lowest unoccupied orbital energy (alpha / beta): -2.284 / -2.228 eV
* orbital gap (alpha / beta): 7.98 / 8.27 eV
* highest occupied orbital energy (alpha / beta): -10.27 / -10.50 eV

ORCA input file:
```
! wB97M-V def2-TZVPD RIJCOSX def2/J DEFGRID3
* xyz 1 5
Cr 0.88556 0.60117 -0.32378
C -1.38691 0.74051 3.83340
C -0.24708 1.06987 2.90304
C -0.40481 2.10776 1.97719
C -1.75299 2.77433 1.85115
C 0.68990 2.57757 1.23024
C 0.51947 3.86356 0.44837
C 1.94419 1.93803 1.36517
C 3.18508 2.43939 0.65440
C 2.06635 0.81638 2.20037
C 3.40510 0.13005 2.32580
C 0.97000 0.38024 2.96738
C 1.12106 -0.83785 3.84607
H -2.14755 0.11050 3.36665
H -1.88088 1.65446 4.15895
H -1.03618 0.23101 4.72581
H -1.92833 3.47178 2.67351
H -2.55294 2.03302 1.89128
H -1.85292 3.33613 0.92579
H -0.18821 3.75802 -0.37639
H 1.45001 4.23039 0.03062
H 0.12677 4.63747 1.10904
H 3.82281 2.99409 1.34740
H 2.96064 3.08840 -0.18576
H 3.78323 1.60949 0.27556
H 3.61782 -0.50040 1.45748
H 3.45365 -0.49927 3.20802
H 4.20946 0.86116 2.39988
H 1.68961 -0.62006 4.75335
H 1.65300 -1.62510 3.31081
H 0.15802 -1.24067 4.14131
C -3.89544 -2.29285 3.18203
C -2.57796 -2.73397 3.21270
C -1.69755 -2.36280 2.20995
C -2.12916 -1.55221 1.16005
C -3.45172 -1.11787 1.13056
C -4.32999 -1.48559 2.14187
P -0.92688 -1.04273 -0.09890
C -1.90010 -0.44187 -1.51914
C -2.13792 -1.20570 -2.65901
C -2.78730 -0.64182 -3.74980
C -3.21302 0.67882 -3.70745
C -2.98896 1.44437 -2.57094
C -2.32601 0.88816 -1.48752
C -0.13169 -2.55524 -0.67605
C -0.67922 -3.80984 -0.62373
C 0.02938 -4.90754 -1.15423
C 1.25886 -4.72223 -1.72454
C 1.85079 -3.43719 -1.78950
C 3.12842 -3.22458 -2.36679
C 3.66097 -1.96856 -2.40848
C 2.94230 -0.86981 -1.87681
C 1.70596 -1.01069 -1.28817
C 1.15325 -2.33082 -1.25208
H -4.58298 -2.58572 3.96430
H -2.23885 -3.37181 4.01870
H -0.67263 -2.71388 2.23671
H -3.80502 -0.49901 0.31552
H -5.35683 -1.14585 2.11008
H -1.80140 -2.23401 -2.70080
H -2.96381 -1.23838 -4.63523
H -3.72002 1.11166 -4.55965
H -3.32477 2.47270 -2.53145
H -2.13537 1.49266 -0.60491
H -1.65329 -3.96707 -0.17528
H -0.40772 -5.89614 -1.11008
H 1.80224 -5.56624 -2.13262
H 3.67037 -4.07000 -2.77275
H 4.63637 -1.80796 -2.85037
H 3.40554 0.11279 -1.94411
N 2.17515 4.18188 -4.27805
N 1.59660 3.08385 -3.66847
N 0.89072 2.15392 -4.29836
C 0.58957 1.33457 -3.31830
N 1.09783 1.77329 -2.14229
N 1.73691 2.88431 -2.39133
H 2.71239 3.84587 -5.07000
H 1.43758 4.79414 -4.61052
H 0.02149 0.42558 -3.42690
*
```

# 3
ORCA calculation (ωB97M-V/def2-TZVPD) on a molecular structure, C35H37F3GeN4O5OsS.

Computed properties:
* lowest unoccupied orbital energy (alpha / beta): -3.004 / -3.691 eV
* orbital gap (alpha / beta): 7.51 / 6.85 eV
* highest occupied orbital energy (alpha / beta): -10.52 / -10.54 eV

ORCA input file:
```
! wB97M-V def2-TZVPD RIJCOSX def2/J DEFGRID3
* xyz 1 2
Os 0.85320 -2.36335 -1.06392
N 3.16769 3.46759 4.72634
C 3.05208 2.30865 3.99985
C 1.90512 1.51103 4.10878
C 1.77005 0.37535 3.33894
C 2.77224 0.02667 2.44057
C 3.92501 0.79997 2.33080
C 4.06262 1.93041 3.10382
S 2.64200 -1.44717 1.52722
O 3.95526 -1.88707 1.16712
O 1.71564 -2.32977 2.17923
N 1.84564 -1.08368 0.08873
C 2.40532 -0.32927 -0.91892
N 2.01759 -0.91658 -2.07304
C 2.34579 -0.33406 -3.22169
C 3.10883 0.81566 -3.20945
C 3.51205 1.29623 -1.96994
N 3.16484 0.73597 -0.81261
H 2.56324 3.58691 5.52112
H 4.08503 3.86583 4.83328
H 1.12767 1.78144 4.81360
H 0.89788 -0.25210 3.44504
H 4.70877 0.49969 1.65021
H 4.96023 2.53190 3.02700
H 2.01361 -0.80981 -4.13580
H 3.40001 1.30577 -4.12538
H 4.14445 2.17331 -1.90100
C -5.93273 3.90318 -0.77179
C -4.70535 4.53755 -0.89139
C -3.53345 3.83329 -0.64987
C -3.58314 2.48964 -0.28469
C -4.82367 1.86191 -0.16152
C -5.99329 2.56489 -0.40567
Ge -1.96088 1.50099 0.06048
C -0.36698 2.55502 -0.25712
C -0.09741 3.07648 -1.52444
C 0.96741 3.94541 -1.71491
C 1.77374 4.30044 -0.64092
C 1.52482 3.77572 0.61794
C 0.45983 2.90505 0.80792
C -2.01796 0.54978 1.74243
C -1.22715 -0.57693 1.96305
C -1.30939 -1.27532 3.15850
C -2.17445 -0.84206 4.15421
C -2.95998 0.28448 3.95049
C -2.88734 0.97358 2.74791
H -6.84554 4.45288 -0.96025
H -4.65942 5.58183 -1.17141
H -2.57853 4.33760 -0.74279
H -4.88245 0.81939 0.13343
H -6.95140 2.07144 -0.30845
H -0.73850 2.83256 -2.36536
H 1.15454 4.36255 -2.69682
H 2.59239 4.99441 -0.78555
H 2.14959 4.05084 1.45655
H 0.26589 2.51208 1.79845
H -0.52916 -0.92218 1.20771
H -0.68432 -2.14710 3.30904
H -2.23840 -1.38308 5.08949
H -3.63552 0.62254 4.72534
H -3.51729 1.84227 2.59233
C -1.90738 -2.70275 -3.85500
C -1.50302 -3.63947 -2.73946
O -0.06586 -3.69816 -2.52946
C 0.65497 -4.14551 -3.69978
C 2.07692 -4.50588 -3.35670
H -2.99322 -2.60699 -3.85189
H -1.61354 -3.07634 -4.83502
H -1.48780 -1.70922 -3.71407
H -1.83155 -4.66109 -2.94277
H -1.91219 -3.33296 -1.78096
H 0.61762 -3.35643 -4.45388
H 0.11171 -5.01240 -4.08181
H 2.63366 -3.64888 -2.97351
H 2.57117 -4.84564 -4.26690
H 2.12192 -5.30329 -2.61709
C 0.49484 -5.46247 1.31692
C 0.58620 -4.31980 0.38490
O -0.31914 -3.45631 0.22996
O 1.62248 -4.08170 -0.32238
H -0.48101 -5.93682 1.23069
H 0.60005 -5.06729 2.32890
H 1.29444 -6.17215 1.12588
F -2.68352 -1.00749 -1.13071
C -1.91584 0.06063 -1.37585
F -2.24043 0.50806 -2.59707
F -0.60784 -0.47026 -1.54507
*
```

Energy above the lowest of the compared OMol25 structures with the same formula, charge and spin values, unit kcal/mol, following the record order: 60.3, 0.0, 35.2.
Energy values, unit hartree, following the record order: -2927.1437, -3015.3069, -4816.3311.